The following is a quantum chemistry calculation of C39H37F5N12SSeSr as an isolated structure, from the OMol25 dataset.

Positions of all 96 atoms, in Å:
Sr -1.672097 0.567764 -1.394042
C -1.198914 4.903873 -3.445235
C -1.887166 3.677582 -2.928997
N -1.627132 2.490849 -3.331204
N -0.715622 2.339920 -4.334996
C -0.523179 1.119554 -4.907589
N 0.247006 1.132007 -6.001596
S -1.151073 -0.315247 -4.312491
C -2.966497 3.792672 -1.905511
C -3.648420 4.984905 -1.720500
C -4.682467 5.032596 -0.795144
C -4.995727 3.893044 -0.080119
C -4.258182 2.744411 -0.325172
N -3.271126 2.686133 -1.212977
H -0.120596 4.737118 -3.493059
H -1.355285 5.751191 -2.785772
H -1.559382 5.178046 -4.440792
H -0.350897 3.163635 -4.793688
H 0.557504 1.979956 -6.447069
H 0.410464 0.258688 -6.472835
H -3.399062 5.863721 -2.296343
H -5.233013 5.950734 -0.641279
H -5.789044 3.884804 0.653322
H -4.466558 1.831288 0.222479
C -1.488362 0.233284 4.641800
C -1.320868 1.144513 3.609670
C -1.778752 0.834774 2.338587
C -2.429451 -0.371559 2.118687
C -2.597613 -1.293459 3.148589
C -2.116004 -0.986601 4.407597
N -2.906019 -0.592866 0.793123
N -3.768242 -1.476849 0.688887
C -4.276197 -1.696032 -0.626152
C -5.220728 -2.699447 -0.739576
C -5.775625 -2.941094 -1.988867
C -5.372354 -2.161296 -3.056941
C -4.421875 -1.171519 -2.840192
N -3.874659 -0.936334 -1.648572
H -1.139281 0.472858 5.638187
H -0.842484 2.098989 3.792543
H -1.647966 1.537540 1.524518
H -3.097865 -2.231544 2.955462
H -2.241059 -1.693743 5.216436
H -5.503473 -3.261440 0.138725
H -6.514150 -3.720206 -2.119633
H -5.782766 -2.305168 -4.046044
H -4.085129 -0.542671 -3.655940
N 4.032456 1.112250 3.695886
C 3.465369 0.101865 2.722691
C 1.955065 -0.042060 2.912085
N 1.352233 -0.912656 1.935539
H 5.051549 1.147039 3.656950
H 3.763666 0.895075 4.656677
H 3.678836 2.047402 3.460437
H 3.985052 -0.838985 2.898363
H 3.696635 0.469594 1.724829
H 1.481936 0.939614 2.834338
H 1.745641 -0.425326 3.916425
H 1.734187 -1.849976 1.950912
H 1.406727 -0.524176 0.999501
N 4.459635 -4.323519 -1.589869
C 5.188840 -5.360393 -1.040790
C 6.371798 -5.984937 -1.428274
C 6.818024 -7.006081 -0.617216
C 6.115974 -7.395915 0.538800
C 4.945868 -6.775286 0.913512
C 4.474645 -5.739820 0.102633
N 3.335396 -4.964363 0.230086
C 3.361162 -4.151966 -0.789625
C 2.329387 -3.140316 -1.024607
C 2.542534 -2.000870 -1.795955
C 1.528963 -1.067520 -1.907789
N 0.343240 -1.199467 -1.309826
C 0.134594 -2.311317 -0.593990
C 1.082977 -3.297350 -0.422230
H 4.630557 -3.886639 -2.478240
H 6.914312 -5.691497 -2.316961
H 7.731232 -7.524870 -0.875518
H 6.508049 -8.205721 1.138761
H 4.398251 -7.075711 1.796294
H 3.491239 -1.811229 -2.280111
H 1.680651 -0.163062 -2.485816
H -0.833916 -2.405409 -0.112994
H 0.881946 -4.175124 0.175550
F 0.248777 5.694706 4.595230
C 0.373607 4.967868 3.493902
C -0.659349 4.883445 2.573715
F -1.791027 5.545764 2.789494
C -0.522990 4.089739 1.446442
F -1.576297 4.031598 0.618571
C 0.621831 3.352200 1.160778
Se 0.817020 2.173112 -0.312611
C 1.642203 3.508767 2.086442
F 2.827585 2.864791 1.911915
C 1.534900 4.262615 3.236578
F 2.556390 4.274705 4.108825

Atomic forces in eV per Å
0.08 0.12 -0.15
-0.01 0.00 0.00
-0.02 0.00 0.03
-0.06 0.03 0.02
-0.01 0.00 -0.01
0.01 0.01 -0.01
-0.01 0.01 0.00
0.03 0.05 0.06
0.01 -0.01 0.02
-0.01 -0.02 -0.02
0.00 0.00 0.00
0.00 0.01 0.01
0.01 0.01 0.00
-0.03 -0.05 -0.02
0.00 -0.01 0.01
0.00 0.01 -0.01
0.01 0.00 0.00
0.00 0.00 0.00
0.00 0.00 0.00
0.00 0.00 0.00
0.00 0.00 0.00
0.00 0.00 0.00
0.00 0.00 0.00
-0.01 0.00 0.00
0.01 0.02 0.01
0.01 0.00 -0.01
0.00 0.00 0.02
0.00 -0.01 0.01
0.02 0.00 0.02
-0.02 -0.02 -0.01
0.00 0.02 0.00
0.03 -0.01 -0.01
-0.10 0.04 0.01
0.01 0.00 0.00
-0.01 0.00 0.01
-0.01 0.02 0.00
-0.02 0.02 0.01
0.11 -0.11 -0.03
0.00 0.00 0.00
0.00 0.02 0.00
0.01 0.04 -0.03
0.00 0.00 0.00
0.00 0.00 0.00
0.01 0.00 0.00
0.00 0.00 0.00
0.00 0.00 0.00
0.02 -0.01 -0.01
0.00 0.02 -0.01
-0.01 0.00 0.00
0.06 -0.01 0.00
-0.04 -0.03 0.04
0.00 -0.01 0.00
0.00 0.01 0.00
-0.04 0.00 0.00
0.00 0.00 0.00
0.00 0.00 0.00
-0.01 -0.01 -0.01
0.00 0.00 0.00
0.00 -0.01 -0.03
-0.01 0.06 0.05
0.00 0.00 0.01
0.00 0.00 0.00
0.00 0.00 0.00
0.00 0.00 0.00
0.00 0.00 0.00
0.00 0.00 0.00
0.01 0.00 0.00
-0.01 0.01 0.01
0.02 -0.01 -0.01
-0.02 0.01 0.00
0.01 0.01 0.01
0.00 0.04 0.02
-0.15 -0.17 0.02
0.04 0.00 0.02
0.00 -0.01 -0.01
-0.01 0.00 0.00
0.00 0.00 0.00
0.00 0.00 0.00
0.00 0.00 0.00
0.00 0.00 0.00
0.00 0.00 0.00
-0.01 0.00 -0.01
0.00 -0.01 -0.01
0.00 0.00 0.00
0.00 0.01 -0.01
0.01 -0.01 0.00
0.00 -0.03 0.00
-0.01 0.01 0.00
0.00 -0.02 0.00
0.03 0.00 0.03
-0.03 0.01 0.02
0.05 -0.05 -0.05
-0.01 -0.03 0.01
0.03 0.00 0.00
0.02 0.01 0.02
-0.02 0.01 -0.01

Its gap between HOMO and LUMO is 6.402 eV. Its total energy is -149520.1441 eV. The calculation puts the strongest force on any atom at 0.2 eV/A. Its total charge is +2. For the HOMO energy, the calculation gives -11.82 eV. The calculation puts the energy above the lowest of the compared OMol25 structures with the same formula, charge and spin at 0.1 kcal per mole.

Results of the Löwdin charge analysis, in e, for atoms 1 through 6: 1.061 -0.003 -0.256 -0.002 -0.009 -0.847


The following is a quantum chemistry calculation of C6H11NO4 as an isolated structure at a distorted geometry, from the OMol25 dataset.

Positions of all 22 atoms, in Å:
C -3.298158 -1.440609 -0.258891
C -1.087751 -0.486116 -0.335119
C 0.460545 -0.619730 0.282401
C 1.453629 0.064418 -0.506025
C 2.817857 -0.115117 -0.120572
C -1.436152 1.085815 -0.109760
H -3.785184 -0.256300 -0.215306
H -3.040892 -1.879588 -1.541728
H -3.970587 -2.233587 0.014777
H -1.878355 -0.949369 1.351639
H -1.194213 -0.929221 -1.473377
H 0.498681 -1.524663 0.207126
H 0.434642 -0.244665 1.181947
H 1.459131 -0.059477 -1.873237
H 1.367605 1.345237 -0.520758
H 4.018278 -0.271366 1.488840
H -2.703192 2.026294 0.977378
N -2.017029 -1.261506 0.402574
O 2.819954 -0.007064 1.252625
O 3.824961 -0.409328 -0.758843
O -1.954085 1.411985 0.951731
O -1.009146 1.863817 -0.961454

Atomic forces in eV per Å
0.81 2.96 -3.15
0.52 1.11 -1.06
-4.76 7.10 -4.84
0.06 5.22 -7.43
2.89 -1.44 1.31
4.47 -1.82 -8.65
0.35 -3.51 -0.87
-0.72 1.93 3.89
-0.09 0.06 1.04
-1.43 -0.44 0.42
0.78 2.01 2.63
1.30 -10.41 -0.11
-0.14 1.55 5.09
-0.38 -0.11 4.40
-0.16 -3.56 0.32
-5.44 1.26 -1.00
0.61 0.32 -0.39
1.02 -2.06 -0.14
6.50 -1.29 0.44
-1.77 0.83 0.98
-3.43 0.62 6.22
-0.98 -0.34 0.90

Its gap between HOMO and LUMO is 8.975 eV. Its total energy is -16074.1865 eV. The calculation puts the strongest force on any atom at 10.5 eV/A. Its total charge is 0. For the HOMO energy, the calculation gives -8.66 eV. The calculation puts the energy above the lowest of the compared OMol25 structures with the same formula, charge and spin at 170.2 kcal per mole.

Results of the Löwdin charge analysis, in e, for atoms 1 through 6: -0.121 -0.209 -0.109 -0.153 -0.600 -0.578


The following is a quantum chemistry calculation of a 2-piece molecular cluster, C4H10NO2 overall at a distorted geometry, from the OMol25 dataset.

Positions of all 17 atoms, in Å:
C -2.882444 -0.010627 0.807804
C -1.700437 0.465184 -0.593272
C 1.032017 -0.945889 -0.880991
C 1.138057 1.354249 0.132895
N 0.640508 -0.050154 0.135731
O -2.250072 -0.750144 -0.193497
O -2.146402 1.157730 0.477404
H -4.036689 0.209898 0.669070
H -2.673725 -0.223811 1.931444
H -1.703861 0.771403 -1.667158
H 0.728410 -1.928123 -0.754328
H 0.521628 -0.658692 -1.829713
H 2.118057 -1.007307 -1.063276
H 2.116736 1.307902 0.626015
H 1.170163 1.757824 -0.874325
H 0.599130 1.926255 0.834813
H 0.239536 -0.441153 0.979962

Atomic forces in eV per Å
-2.39 0.74 4.03
-1.04 -1.97 2.71
0.94 0.93 -2.39
1.34 -2.26 0.86
-2.79 1.92 -0.31
0.61 1.31 -1.89
0.76 0.72 -2.79
2.36 -0.79 -0.07
-0.30 -0.46 -2.08
1.02 -0.05 0.89
-0.78 -1.86 0.92
0.75 -0.03 0.22
-0.26 0.36 0.13
0.34 0.34 -0.73
0.03 0.02 0.08
-1.22 0.82 0.39
0.63 0.25 0.02

Its gap between HOMO and LUMO (alpha / beta) is 7.695 / 7.696 eV. Its total energy is -9884.2925 eV. The calculation puts the strongest force on any atom at 4.7 eV/A. Its total charge is +1. For the HOMO energy (alpha / beta), the calculation gives -13.38 / -13.38 eV. The calculation puts the energy above the lowest of the compared OMol25 structures with the same formula, charge and spin at 122.1 kcal per mole.

Results of the Löwdin charge analysis, in e, for atoms 1 through 6: -0.134 0.012 -0.117 -0.048 -0.128 0.073